Record 1
One molecule with the formula C4H7N3 in a non-equilibrium geometry, computed with wB97M-V/def2-TZVPD.

CARTESIAN COORDINATES (ANGSTROEM)
H1 -1.009 -1.690 -1.600
N1 -1.708 -0.937 -1.218
C1 -0.970 -0.239 -0.316
N2 -1.635 0.854 0.316
C2 -0.599 1.693 0.873
C3 0.571 0.946 0.682
N3 0.200 -0.405 0.334
C4 1.348 -1.111 -0.188
H2 -2.585 1.021 -0.303
H3 -0.489 2.704 1.042
H4 1.541 1.135 1.153
H5 1.560 -1.266 -1.262
H6 2.325 -0.456 0.186
H7 1.451 -2.250 0.299

Forces on the atoms, in the same order (eV/Å):
-1.8 1.4 0.8
4.8 0.1 1.4
-5.7 -1.7 -1.3
-1.4 0.3 -2.2
2.2 -4.2 -2.9
-2.5 1.0 2.8
2.7 1.8 -1.4
3.7 -2.4 2.1
3.3 0.3 2.5
-1.0 2.0 0.6
-0.5 0.0 -0.4
-1.0 0.5 0.2
-2.4 -2.2 -0.9
-0.3 3.1 -1.1

Results
Gap between HOMO and LUMO (eV): 8.672
LUMO level (Ha): 0.0311
Highest occupied orbital energy (eV): -7.83
Relative energy (zero: lowest compared OMol25 entry of this formula, charge and spin) (kcal/mol): 66.35
Structure (SMILES): [H]/N=c1/[nH]ccn1C
M (g mol⁻¹): 97.1

These are the Mulliken partial charges, in e, on atoms 1 to 4: 0.22, -0.73, 0.34, -0.32

Record 2
A 10-piece molecular cluster, C55H89O29SSi overall in a non-equilibrium geometry, computed with wB97M-V/def2-TZVPD.

CARTESIAN COORDINATES (ANGSTROEM)
C1 6.633 -1.974 0.102
C2 6.195 -2.608 -1.214
O1 5.130 -3.506 -0.895
C3 5.721 -1.568 -2.250
O2 4.995 -0.523 -1.536
S1 4.045 0.363 -2.500
C4 2.540 0.768 -1.573
C5 2.257 2.296 -1.694
C6 0.784 2.576 -2.093
C7 0.026 3.223 -0.904
C8 -1.514 2.973 -0.940
C9 -1.944 2.179 0.321
C10 -2.218 0.660 0.018
C11 -3.754 0.449 -0.079
Si1 -4.296 -1.373 -0.238
C12 -5.636 -1.613 1.082
C13 -2.918 -2.615 0.081
C14 -5.048 -1.534 -1.981
C15 -4.378 -2.111 -3.048
C16 -5.014 -2.134 -4.283
C17 -6.266 -1.606 -4.441
C18 -6.948 -1.032 -3.381
C19 -6.320 -1.007 -2.148
H1 7.488 -1.300 -0.028
H2 6.973 -2.791 0.750
H3 5.813 -1.451 0.603
H4 7.013 -3.191 -1.666
H5 5.009 -4.078 -1.664
H6 6.567 -1.104 -2.774
H7 5.076 -2.094 -2.969
H8 3.632 -0.478 -3.497
H9 2.685 0.483 -0.522
H10 1.693 0.186 -1.956
H11 2.515 2.744 -0.728
H12 2.924 2.743 -2.446
H13 0.241 1.667 -2.393
H14 0.777 3.272 -2.939
H15 0.474 2.837 0.021
H16 0.238 4.299 -0.916
H17 -1.850 2.513 -1.877
H18 -1.982 3.965 -0.873
H19 -1.223 2.229 1.145
H20 -2.893 2.613 0.662
H21 -1.788 0.442 -0.974
H22 -1.764 0.005 0.771
H23 -4.259 0.912 0.781
H24 -4.091 1.001 -0.971
H25 -6.365 -0.792 0.996
H26 -5.198 -1.551 2.087
H27 -6.167 -2.566 0.978
H28 -2.525 -2.408 1.089
H29 -2.078 -2.552 -0.624
H30 -3.316 -3.635 0.079
H31 -3.381 -2.522 -2.904
H32 -4.475 -2.565 -5.128
H33 -6.761 -1.606 -5.412
H34 -7.936 -0.590 -3.476
H35 -6.845 -0.528 -1.321
C20 7.088 5.373 -1.482
C21 6.128 5.944 -2.496
C22 5.221 7.021 -1.954
O3 4.059 6.881 -2.790
C23 4.012 5.598 -3.200
O4 3.073 5.091 -3.732
O5 5.175 4.951 -2.924
H36 7.723 4.615 -1.945
H37 7.722 6.152 -1.063
H38 6.546 4.881 -0.672
H39 6.674 6.290 -3.379
H40 5.642 8.014 -2.047
H41 4.927 6.857 -0.918
C24 0.373 2.940 5.194
C25 1.233 3.911 4.421
C26 0.462 5.025 3.767
O6 1.283 5.331 2.631
C27 1.952 4.202 2.308
O7 2.558 4.047 1.290
O8 1.842 3.268 3.280
H42 0.992 2.171 5.658
H43 -0.188 3.452 5.976
H44 -0.326 2.426 4.532
H45 2.029 4.296 5.056
H46 0.352 5.895 4.412
H47 -0.525 4.718 3.410
C28 -3.058 -8.049 -1.936
C29 -3.056 -7.095 -0.773
C30 -3.232 -7.744 0.576
O9 -3.870 -6.701 1.331
C31 -4.552 -5.931 0.447
O10 -5.354 -5.102 0.738
O11 -4.199 -6.225 -0.828
H48 -2.908 -7.505 -2.871
H49 -2.272 -8.796 -1.841
H50 -4.022 -8.555 -2.019
H51 -2.155 -6.475 -0.797
H52 -2.288 -8.030 1.033
H53 -3.895 -8.612 0.554
C32 -2.917 -11.470 -6.399
C33 -2.454 -10.215 -5.701
C34 -1.283 -9.546 -6.367
O12 -0.642 -8.899 -5.257
C35 -0.939 -9.619 -4.147
O13 -0.405 -9.470 -3.089
O14 -1.915 -10.517 -4.389
H54 -3.775 -11.900 -5.881
H55 -3.202 -11.260 -7.429
H56 -2.133 -12.231 -6.393
H57 -3.289 -9.528 -5.568
H58 -1.583 -8.822 -7.115
H59 -0.578 -10.253 -6.815
C36 -9.728 0.997 2.724
C37 -8.839 2.167 3.070
C38 -7.944 2.616 1.943
O15 -6.822 3.163 2.641
C39 -6.749 2.525 3.841
O16 -5.821 2.586 4.579
O17 -7.878 1.805 4.075
H60 -10.360 0.735 3.572
H61 -10.367 1.230 1.872
H62 -9.131 0.113 2.491
H63 -9.439 2.995 3.456
H64 -8.409 3.370 1.311
H65 -7.593 1.792 1.315
C40 8.730 12.065 -1.756
C41 8.776 10.854 -0.856
C42 9.379 9.631 -1.499
O18 8.712 8.566 -0.807
C43 7.509 9.048 -0.400
O19 6.622 8.373 0.019
O20 7.450 10.392 -0.541
H66 8.302 12.916 -1.226
H67 9.729 12.335 -2.099
H68 8.093 11.879 -2.622
H69 9.279 11.099 0.083
H70 10.456 9.567 -1.358
H71 9.153 9.549 -2.565
C44 4.846 -4.105 4.114
C45 5.340 -2.789 4.667
C46 6.585 -2.267 3.994
O21 7.200 -1.508 5.036
C47 6.803 -2.057 6.219
O22 7.284 -1.805 7.272
O23 5.781 -2.935 6.023
H72 3.936 -4.416 4.627
H73 4.633 -4.026 3.046
H74 5.583 -4.892 4.273
H75 4.537 -2.046 4.649
H76 6.363 -1.634 3.136
H77 7.275 -3.058 3.686
C48 0.452 4.555 10.307
C49 1.299 5.532 9.528
C50 0.518 6.650 8.884
O24 1.326 6.963 7.742
C51 1.999 5.837 7.409
O25 2.599 5.687 6.390
O26 1.898 4.901 8.382
H78 1.078 3.787 10.760
H79 -0.103 5.062 11.096
H80 -0.251 4.042 9.648
H81 2.103 5.921 10.158
H82 0.410 7.517 9.530
H83 -0.471 6.339 8.536
C52 -6.122 -5.733 -3.962
C53 -5.469 -5.940 -5.307
C54 -6.425 -6.316 -6.412
O27 -5.588 -7.090 -7.287
C55 -4.616 -7.635 -6.525
O28 -3.869 -8.498 -6.881
O29 -4.591 -7.082 -5.290
H84 -5.380 -5.447 -3.216
H85 -6.881 -4.952 -4.013
H86 -6.582 -6.658 -3.610
H87 -4.875 -5.062 -5.576
H88 -6.830 -5.451 -6.931
H89 -7.249 -6.948 -6.072

Forces on the atoms, in the same order (eV/Å):
0.5 -0.4 0.0
-0.4 0.2 0.3
0.1 0.2 -0.4
0.8 -0.6 0.2
-1.1 -0.4 -0.8
0.6 1.1 0.1
-0.6 0.1 0.3
0.2 -0.3 -0.6
0.1 0.5 0.6
-0.1 -0.2 -0.9
0.8 0.8 1.4
-0.7 -0.9 -0.6
-0.7 1.1 -0.1
0.6 -0.4 -0.3
-0.6 0.2 0.1
0.0 0.1 -0.3
0.2 0.3 0.0
0.6 -0.2 1.5
-0.4 0.2 0.0
1.3 -0.6 -0.3
-1.2 0.3 -0.9
0.1 0.1 0.5
-0.5 0.4 -0.2
-0.3 0.0 -0.1
-0.1 0.2 -0.1
0.1 -0.1 -0.2
0.0 0.4 0.0
-0.1 -0.1 0.3
-0.2 -0.1 0.1
0.0 0.4 0.1
-0.1 -0.3 0.7
0.3 -0.2 -0.3
0.4 -0.1 -0.1
-0.1 0.1 -0.3
-0.1 -0.1 0.2
0.3 0.1 0.0
-0.1 -0.3 0.0
-0.3 0.0 -0.1
0.0 -0.2 0.1
0.1 -0.1 0.2
-0.1 -0.3 -0.2
0.0 0.4 -0.3
0.3 -0.2 0.2
0.1 -0.3 0.4
-0.1 0.1 -0.1
0.2 -0.2 -0.1
-0.1 -0.1 0.2
0.1 -0.2 0.1
-0.1 -0.1 -0.2
0.1 0.1 0.1
0.0 -0.1 -0.2
-0.2 0.0 0.1
0.0 0.2 -0.1
-0.1 0.0 -0.2
-0.3 0.1 0.0
0.3 -0.1 0.1
0.1 -0.2 -0.2
0.2 -0.2 0.0
0.0 -0.5 -0.1
0.5 0.0 0.6
-0.1 0.1 -0.2
0.1 -0.4 -0.1
-0.1 0.1 0.0
0.0 -0.2 0.0
-0.3 0.2 -0.2
0.0 0.1 0.0
-0.1 0.0 0.0
-0.1 0.2 0.0
-0.1 0.0 0.0
-0.3 0.1 -0.2
0.1 -0.1 0.0
0.2 -0.4 -0.2
-0.4 -0.4 0.6
-0.1 0.3 0.1
0.1 -0.3 -0.1
0.0 0.0 0.1
0.0 -0.1 -0.1
0.0 0.3 -0.4
0.0 0.1 0.1
0.0 0.0 0.0
-0.1 0.2 0.0
0.0 0.0 -0.2
0.2 0.1 -0.1
0.0 -0.1 0.0
-0.3 0.1 -0.3
0.2 -0.5 -0.5
0.2 0.0 0.2
-0.1 0.1 -0.2
-0.1 0.1 0.0
0.0 0.0 0.1
0.1 0.1 0.3
0.1 0.0 0.0
0.0 0.1 0.0
0.0 0.0 0.1
0.0 0.0 0.1
-0.1 0.1 0.1
0.0 0.0 -0.1
0.0 -0.3 0.4
-0.3 -0.9 0.1
0.0 0.2 -0.1
0.1 -0.2 0.2
0.1 -0.1 0.1
0.0 0.1 -0.1
0.4 0.3 0.0
0.0 0.1 -0.1
0.0 0.1 0.0
0.1 0.1 -0.1
0.7 -0.5 0.4
0.0 0.1 0.1
-0.1 -0.1 0.1
0.0 -0.3 0.3
-0.4 -0.5 -0.2
0.0 0.3 -0.3
0.0 -0.2 0.1
0.1 -0.1 0.2
0.0 0.0 -0.1
0.2 0.3 -0.2
-0.1 0.1 0.0
0.0 0.1 0.0
0.1 0.1 -0.1
0.1 0.1 0.0
0.2 0.1 0.1
-0.1 -0.1 0.1
-0.4 0.2 0.1
0.2 0.6 -0.4
0.3 -0.1 0.0
-0.2 0.1 -0.1
-0.1 0.1 0.3
0.3 0.1 0.1
0.1 -0.4 0.1
0.1 0.0 0.0
0.0 0.0 0.1
0.1 -0.1 0.0
0.0 -0.1 0.0
-0.1 -0.2 0.1
-0.1 0.1 0.0
-0.1 -0.2 0.3
-0.2 -0.6 -0.3
0.1 0.3 -0.2
-0.1 -0.2 0.1
0.1 0.0 0.3
0.0 0.0 -0.1
0.2 0.3 -0.1
0.0 0.0 -0.1
0.0 0.1 0.0
0.1 0.1 -0.1
0.1 0.1 0.0
0.1 0.1 0.1
-0.1 -0.1 0.0
0.2 -0.4 -0.1
-0.4 -0.3 0.5
0.0 0.3 0.1
0.0 -0.2 -0.1
0.2 0.0 0.0
0.0 0.2 0.2
0.0 0.3 -0.2
0.0 0.1 0.1
0.0 0.1 0.0
-0.1 0.1 0.0
0.0 0.1 -0.1
0.1 0.1 -0.2
0.0 -0.1 0.1
0.3 -0.2 0.3
-0.5 0.3 0.6
-0.1 0.2 -0.2
0.1 -0.1 0.2
0.0 0.0 -0.1
-1.0 1.2 -0.9
0.1 -0.1 -0.4
-0.1 0.1 0.0
0.1 0.0 -0.1
-0.1 0.0 -0.1
0.0 -0.1 -0.1
0.1 -0.1 -0.2
0.1 0.0 0.1

Results
Gap between HOMO and LUMO (eV): 7.426
LUMO level (Ha): -0.1160
Highest occupied orbital energy (eV): -10.58
Total charge: +1
M (g mol⁻¹): 1274.4

These are the Mulliken partial charges, in e, on atoms 1 to 4: -1.32, 0.12, -0.54, -0.61